{"formula": "C4H9N3O", "method": "the ωB97M-V functional and the def2-TZVPD basis", "species": ["H", "C", "H", "C", "C", "H", "N", "H", "H", "H", "O", "C", "H", "N", "H", "H", "N"], "xyz": [[-0.848, 2.144, 1.252], [-1.483, -0.058, 0.182], [0.037, 0.280, 1.528], [-0.810, 1.320, -0.251], [0.022, 0.184, 0.452], [-1.907, 2.979, 0.215], [0.835, -0.697, -0.428], [2.750, -2.167, -0.469], [-1.988, -0.940, -0.432], [-0.688, 1.489, -1.407], [2.100, -0.113, -0.097], [0.971, -2.117, -0.368], [-2.097, -0.068, 1.262], [-0.983, 2.608, 0.424], [1.922, 0.782, -0.639], [0.119, -2.781, -0.712], [2.047, -2.845, -0.511]], "de_lowest_ev": 6.798, "e_tot_ev": -10805.6636, "largest_force_ha_per_bohr": 0.102, "homo_energy_ha": -0.3446, "smiles": "[H]/N=C\\N(O)[C@@H]1C[C@H]1N"}